Entry 1:
A cluster of 14 separate species, C51H120O33 in total, computed with the ωB97M-V functional and the def2-TZVPD basis.

Each line ends with the Mulliken charge.
Geometry (Å):
C: 1.89 -23.87 2.90  -0.684
O: 0.67 -23.64 2.23  -0.420
C: 0.38 -24.35 1.17  0.811
O: 1.21 -25.02 0.51  -0.550
O: -0.93 -24.10 0.87  -0.420
C: -1.40 -24.43 -0.46  0.032
H: 2.55 -24.64 2.48  0.237
H: 1.68 -23.85 3.97  0.328
H: 2.45 -22.93 2.91  0.392
H: -0.83 -23.86 -1.20  0.063
H: -2.48 -24.28 -0.51  0.259
H: -1.18 -25.49 -0.55  -0.107
C: 7.17 -26.62 6.13  -0.733
O: 6.40 -26.09 5.00  -0.305
C: 6.02 -26.93 4.03  1.052
O: 6.23 -28.14 4.03  -0.629
O: 5.42 -26.17 3.08  -0.420
C: 4.54 -26.87 2.25  0.363
H: 7.99 -27.19 5.69  0.214
H: 6.70 -27.34 6.80  0.312
H: 7.61 -25.79 6.68  0.309
H: 4.63 -27.95 2.16  0.114
H: 4.72 -26.46 1.26  0.280
H: 3.49 -26.71 2.51  -0.571
C: 3.78 -30.25 1.34  0.037
O: 3.14 -31.56 1.22  -0.476
C: 2.78 -32.10 0.00  0.561
O: 2.29 -33.26 -0.07  -0.674
O: 3.06 -31.31 -0.95  -0.042
C: 2.95 -31.71 -2.31  -0.630
H: 4.86 -30.42 1.26  0.096
H: 3.57 -29.79 2.30  0.265
H: 3.41 -29.48 0.66  0.084
H: 3.73 -31.22 -2.89  0.019
H: 1.96 -31.53 -2.73  0.232
H: 3.12 -32.77 -2.50  0.504
C: 11.80 -24.35 -3.82  -0.542
O: 11.31 -24.41 -5.14  -0.365
C: 10.05 -24.76 -5.27  0.710
O: 9.20 -24.85 -4.40  -0.499
O: 9.88 -25.16 -6.62  -0.375
C: 8.59 -25.64 -7.02  -0.358
H: 11.13 -23.79 -3.17  0.260
H: 12.79 -23.88 -3.88  0.329
H: 11.99 -25.33 -3.39  0.220
H: 8.62 -26.73 -7.13  0.268
H: 8.36 -25.23 -8.00  0.206
H: 7.71 -25.41 -6.42  0.133
C: 2.75 -27.14 -1.03  1.054
O: 4.13 -27.04 -1.40  0.013
C: 4.51 -27.16 -2.67  0.665
O: 3.81 -27.41 -3.63  -0.604
O: 5.80 -26.88 -2.72  -0.172
C: 6.61 -26.94 -3.93  0.570
H: 2.44 -28.12 -1.38  -0.232
H: 2.15 -26.40 -1.57  -0.267
H: 2.60 -27.05 0.04  -0.693
H: 7.37 -27.71 -3.91  -0.101
H: 7.06 -25.95 -4.07  0.189
H: 5.98 -26.95 -4.83  -0.246
C: 6.19 -25.42 -9.40  -0.819
O: 6.28 -26.86 -9.28  -0.506
C: 5.44 -27.55 -8.35  0.475
C: 4.04 -27.71 -8.87  -0.466
O: 3.43 -26.42 -9.03  -0.283
C: 2.16 -26.35 -9.67  -0.886
H: 7.12 -25.09 -9.87  0.259
H: 5.99 -24.96 -8.44  0.305
H: 5.30 -25.37 -10.03  0.301
H: 5.46 -27.10 -7.35  -0.050
H: 5.88 -28.54 -8.29  -0.034
H: 3.40 -28.36 -8.27  0.300
H: 4.06 -28.21 -9.84  0.599
H: 1.42 -26.90 -9.10  0.313
H: 2.31 -26.86 -10.63  0.348
H: 1.74 -25.35 -9.77  0.256
C: 9.02 -23.62 4.69  -0.667
O: 9.14 -23.36 3.25  -0.449
C: 8.32 -24.11 2.35  0.022
C: 8.66 -23.85 0.91  -0.902
O: 8.02 -24.84 0.04  0.110
C: 8.43 -24.80 -1.29  0.147
H: 8.04 -23.26 4.99  0.300
H: 9.79 -23.01 5.17  0.338
H: 9.10 -24.63 5.08  0.193
H: 7.34 -23.66 2.48  0.377
H: 8.34 -25.20 2.44  -0.023
H: 9.74 -23.83 0.85  0.409
H: 8.18 -22.93 0.58  0.288
H: 8.38 -23.80 -1.70  0.557
H: 7.86 -25.52 -1.88  -0.490
H: 9.49 -25.06 -1.36  -0.212
C: 12.25 -25.25 0.31  -0.678
O: 12.59 -26.26 -0.61  -0.271
C: 12.83 -27.54 -0.12  -0.819
C: 11.52 -28.32 0.00  -0.512
O: 10.87 -28.75 -1.25  -0.224
C: 10.08 -27.78 -1.90  0.497
H: 11.22 -25.35 0.64  0.160
H: 12.28 -24.33 -0.28  0.259
H: 12.92 -25.02 1.14  0.371
H: 13.31 -27.55 0.86  0.443
H: 13.53 -28.03 -0.79  0.281
H: 10.88 -27.78 0.70  0.222
H: 11.60 -29.27 0.53  0.500
H: 10.60 -26.84 -2.10  -0.027
H: 9.21 -27.59 -1.28  0.188
H: 9.80 -28.27 -2.84  -0.391
C: -0.08 -21.63 -3.13  -0.816
O: 0.28 -22.97 -3.58  -0.337
C: 1.68 -23.16 -3.62  -0.875
C: 2.04 -24.58 -4.21  0.346
O: 1.42 -24.71 -5.49  -0.527
C: 1.70 -25.99 -6.03  -0.158
H: 0.49 -20.84 -3.61  0.308
H: 0.10 -21.49 -2.06  0.298
H: -1.14 -21.50 -3.36  0.273
H: 2.14 -22.95 -2.65  0.409
H: 2.22 -22.40 -4.18  0.497
H: 1.64 -25.33 -3.52  -0.098
H: 3.12 -24.64 -4.37  0.207
H: 0.94 -26.18 -6.79  0.278
H: 1.50 -26.78 -5.31  -0.036
H: 2.65 -26.12 -6.55  0.143
C: -3.81 -26.96 -0.96  -0.731
O: -3.08 -27.89 -0.21  -0.279
C: -2.96 -29.22 -0.75  -0.707
C: -2.24 -29.34 -2.13  -0.675
O: -0.82 -29.11 -1.99  0.026
C: -0.12 -28.92 -3.19  -0.659
H: -3.19 -26.70 -1.82  0.327
H: -3.90 -26.06 -0.36  0.143
H: -4.79 -27.41 -1.08  0.356
H: -3.99 -29.57 -0.85  0.483
H: -2.53 -29.94 -0.06  0.298
H: -2.67 -28.58 -2.77  0.405
H: -2.41 -30.33 -2.55  0.364
H: -0.22 -29.82 -3.80  0.410
H: 0.92 -28.81 -2.91  -0.106
H: -0.44 -28.08 -3.80  0.423
C: 3.30 -29.57 -6.03  -0.106
O: 3.81 -30.61 -6.84  -0.499
C: 5.21 -30.83 -6.55  0.338
C: 5.92 -31.78 -7.58  -0.842
O: 5.91 -31.10 -8.83  -0.136
C: 6.55 -31.78 -9.91  -0.873
H: 3.24 -29.85 -4.98  -0.092
H: 2.27 -29.31 -6.28  0.369
H: 3.90 -28.67 -6.22  0.052
H: 5.33 -31.23 -5.54  0.382
H: 5.63 -29.83 -6.50  -0.207
H: 5.35 -32.71 -7.63  0.423
H: 6.95 -31.91 -7.27  0.290
H: 6.21 -32.81 -10.04  0.322
H: 7.63 -31.84 -9.75  0.314
H: 6.31 -31.26 -10.84  0.230
C: 6.78 -30.04 -1.68  0.290
O: 6.99 -29.51 -0.39  0.910
C: 8.01 -30.18 0.35  -0.463
C: 7.76 -29.72 1.79  -0.255
O: 8.95 -30.15 2.54  -0.442
C: 8.97 -29.81 3.89  -0.578
H: 5.99 -29.41 -2.07  -0.876
H: 6.40 -31.06 -1.67  0.402
H: 7.66 -29.82 -2.29  -0.348
H: 9.04 -30.01 0.07  -0.108
H: 7.79 -31.25 0.35  0.376
H: 6.78 -30.04 2.12  0.444
H: 7.67 -28.64 1.82  -0.184
H: 8.23 -30.32 4.51  0.287
H: 8.86 -28.75 4.10  0.026
H: 9.94 -30.15 4.27  0.377
C: 0.32 -28.41 1.10  -0.740
O: 1.16 -28.30 2.28  -0.051
C: 0.47 -28.17 3.55  -0.788
C: 1.47 -27.81 4.70  -0.815
O: 2.16 -26.62 4.47  0.133
C: 2.70 -25.97 5.63  -1.090
H: 0.93 -28.39 0.20  -0.173
H: -0.30 -27.53 0.97  0.383
H: -0.25 -29.33 1.22  0.498
H: -0.07 -29.05 3.88  0.436
H: -0.27 -27.38 3.46  0.356
H: 2.24 -28.59 4.62  0.273
H: 0.98 -27.95 5.66  0.524
H: 1.84 -25.70 6.24  0.441
H: 3.16 -25.01 5.46  0.261
H: 3.37 -26.52 6.30  0.353
C: 9.30 -33.83 -3.42  -0.769
O: 9.19 -32.72 -2.60  -0.285
C: 10.10 -31.67 -2.85  0.425
C: 10.01 -31.09 -4.30  -1.147
O: 8.75 -30.43 -4.56  0.268
C: 8.78 -29.70 -5.80  -0.832
H: 8.95 -33.51 -4.41  0.223
H: 8.62 -34.55 -2.97  0.240
H: 10.29 -34.29 -3.53  0.313
H: 11.11 -32.06 -2.76  0.531
H: 9.81 -30.90 -2.13  -0.724
H: 10.14 -31.91 -5.00  0.627
H: 10.94 -30.56 -4.53  0.402
H: 9.65 -29.06 -5.92  0.444
H: 7.96 -28.97 -5.85  -0.141
H: 8.75 -30.34 -6.69  0.432

Results
- highest occupied orbital energy (Ha) = -0.342
- E_tot (a.u.) = -4497.5658
- total charge = 0
- LUMO (eV) = 0.541

=====

Entry 2:
A cluster of 9 separate species, C51H127N9O in total, computed with the ωB97M-V functional and the def2-TZVPD basis.

Each line ends with the Mulliken charge.
Geometry (Å):
C: -7.52 2.51 3.81  -1.232
C: -7.06 1.12 3.38  -0.479
N: -5.86 1.15 2.47  0.174
C: -5.35 -0.25 2.41  -1.042
C: -3.91 -0.41 1.81  -0.107
C: -6.11 1.65 1.09  0.121
C: -5.19 2.77 0.74  -0.831
H: -6.78 3.10 4.36  0.317
H: -8.42 2.51 4.43  0.389
H: -7.61 3.07 2.88  0.286
H: -6.74 0.53 4.24  0.419
H: -7.87 0.61 2.87  0.350
H: -5.20 -0.58 3.44  0.539
H: -6.10 -0.84 1.88  0.343
H: -3.83 -0.52 0.73  -0.373
H: -3.26 0.47 1.87  0.183
H: -3.44 -1.30 2.22  0.270
H: -7.16 1.86 0.94  0.511
H: -5.88 0.80 0.45  -0.583
H: -5.09 3.46 1.57  0.397
H: -5.36 3.31 -0.19  0.386
H: -4.18 2.37 0.68  -0.126
C: -4.70 -1.51 -1.78  -1.705
C: -3.99 -0.52 -2.81  0.141
N: -4.89 0.02 -3.80  0.220
C: -5.72 1.13 -3.27  0.253
C: -6.79 1.45 -4.28  -1.624
C: -4.18 0.37 -5.01  -0.709
C: -3.37 1.75 -4.90  -0.928
H: -5.10 -2.30 -2.41  0.507
H: -5.40 -0.96 -1.14  0.220
H: -4.03 -2.02 -1.09  0.291
H: -3.66 0.35 -2.23  0.208
H: -3.04 -0.92 -3.15  0.002
H: -6.11 0.94 -2.27  0.121
H: -5.19 2.05 -3.03  0.206
H: -6.38 1.90 -5.18  0.322
H: -7.40 0.61 -4.61  0.323
H: -7.48 2.21 -3.90  0.461
H: -4.66 0.31 -5.98  0.371
H: -3.51 -0.46 -5.25  0.427
H: -2.69 1.72 -5.75  0.406
H: -2.86 1.86 -3.94  0.165
H: -3.85 2.72 -5.07  0.300
C: -2.13 -4.09 -2.49  -0.711
C: -1.93 -4.88 -3.77  -0.849
N: -0.47 -5.16 -4.01  0.777
C: 0.03 -6.04 -3.02  -1.286
C: 1.19 -5.31 -2.28  -0.710
C: -0.16 -5.57 -5.32  -0.660
C: -0.44 -4.52 -6.35  -1.388
H: -1.73 -3.08 -2.59  -0.087
H: -1.54 -4.47 -1.65  0.386
H: -3.12 -3.92 -2.06  0.455
H: -2.68 -5.67 -3.83  0.253
H: -2.28 -4.25 -4.59  0.323
H: -0.77 -6.40 -2.38  0.468
H: 0.38 -7.02 -3.35  0.426
H: 2.14 -5.56 -2.75  0.419
H: 1.05 -4.23 -2.20  -0.072
H: 1.27 -5.81 -1.32  0.369
H: -0.71 -6.50 -5.47  0.351
H: 0.90 -5.78 -5.37  0.448
H: -0.13 -3.52 -6.06  0.292
H: -1.51 -4.40 -6.54  0.421
H: 0.09 -4.79 -7.27  0.394
C: 3.55 -1.75 2.60  -1.115
C: 4.50 -1.79 1.31  -0.698
N: 4.72 -3.13 0.78  0.246
C: 5.46 -4.07 1.75  -0.582
C: 6.84 -3.47 1.95  -1.008
C: 5.28 -3.09 -0.57  -0.838
C: 4.25 -2.63 -1.61  0.111
H: 2.63 -2.30 2.41  0.296
H: 3.39 -0.71 2.88  0.150
H: 4.03 -2.26 3.43  0.505
H: 4.08 -1.20 0.50  0.395
H: 5.48 -1.37 1.54  0.315
H: 5.49 -5.03 1.24  0.445
H: 4.98 -4.18 2.72  0.345
H: 7.29 -4.26 2.55  0.464
H: 6.85 -2.56 2.54  0.267
H: 7.47 -3.34 1.07  0.239
H: 6.16 -2.47 -0.73  0.301
H: 5.53 -4.13 -0.78  0.373
H: 4.03 -1.58 -1.41  0.275
H: 4.68 -2.59 -2.61  -0.283
H: 3.32 -3.18 -1.76  -0.208
C: -1.18 6.78 2.64  -1.543
C: -0.91 5.58 1.72  -0.040
N: -1.41 5.64 0.42  0.230
C: -0.83 4.52 -0.42  -0.070
C: 0.52 4.97 -1.06  -1.567
C: -2.87 5.51 0.36  -0.326
C: -3.64 6.08 -0.89  -1.466
H: -0.57 6.88 3.54  0.379
H: -2.19 6.60 3.02  0.384
H: -1.17 7.78 2.21  0.356
H: 0.16 5.44 1.63  0.263
H: -1.22 4.69 2.28  0.154
H: -0.74 3.59 0.14  0.141
H: -1.53 4.14 -1.17  0.371
H: 0.82 4.21 -1.79  0.427
H: 0.37 5.91 -1.59  0.357
H: 1.36 5.09 -0.37  0.295
H: -3.26 5.98 1.27  0.490
H: -3.09 4.45 0.49  0.186
H: -3.39 7.14 -0.84  0.410
H: -4.72 6.02 -0.84  0.383
H: -3.22 5.53 -1.73  0.240
C: 3.10 -1.71 -5.16  -0.214
C: 4.37 -1.29 -6.02  -1.385
N: 5.74 -1.71 -5.53  -0.006
C: 5.77 -3.17 -5.42  -0.004
C: 5.28 -3.90 -6.74  -1.360
C: 6.23 -1.02 -4.38  0.054
C: 7.48 -1.53 -3.76  -1.623
H: 2.23 -1.05 -5.11  0.632
H: 3.37 -1.55 -4.12  -0.106
H: 2.68 -2.69 -5.39  0.106
H: 4.11 -1.42 -7.07  0.396
H: 4.34 -0.20 -6.03  0.476
H: 6.76 -3.54 -5.15  0.503
H: 5.08 -3.61 -4.69  0.001
H: 5.49 -3.46 -7.71  0.362
H: 5.65 -4.93 -6.75  0.384
H: 4.19 -3.98 -6.77  0.236
H: 5.41 -0.97 -3.66  0.080
H: 6.41 0.01 -4.69  0.387
H: 7.49 -2.49 -3.24  0.312
H: 7.89 -0.91 -2.96  0.425
H: 8.28 -1.82 -4.44  0.435
C: -1.11 -2.08 3.58  -1.989
C: -0.70 -0.68 3.87  2.061
N: -0.87 -0.52 5.34  0.052
C: 0.07 -1.25 6.27  -1.063
C: 1.56 -1.01 5.98  -0.235
C: -0.93 0.92 5.79  0.283
C: -1.82 1.16 7.03  -1.451
H: -2.09 -2.25 4.01  0.596
H: -0.54 -2.92 3.97  0.334
H: -1.27 -2.19 2.51  0.246
H: 0.36 -0.50 3.64  -1.404
H: -1.14 0.14 3.32  0.160
H: -0.15 -1.13 7.33  0.394
H: -0.03 -2.33 6.18  0.453
H: 1.78 -1.69 5.16  0.057
H: 1.87 -0.07 5.53  -0.253
H: 2.21 -1.13 6.85  0.481
H: -1.35 1.50 4.97  0.344
H: 0.07 1.27 6.03  -0.072
H: -2.81 1.61 6.99  0.328
H: -1.23 1.76 7.73  0.356
H: -2.03 0.19 7.47  0.343
C: 2.50 5.66 4.32  -1.414
C: 1.67 4.43 4.84  -0.196
N: 2.44 3.14 4.77  0.526
C: 3.68 3.23 5.59  -0.446
C: 4.43 1.94 5.79  -1.337
C: 2.75 2.76 3.42  -1.217
C: 1.56 2.04 2.70  0.423
H: 1.91 6.44 3.83  0.320
H: 3.38 5.55 3.69  0.421
H: 2.96 6.05 5.23  0.378
H: 1.18 4.59 5.80  0.511
H: 0.74 4.32 4.28  -0.120
H: 3.37 3.54 6.59  0.364
H: 4.37 3.87 5.03  0.357
H: 3.86 1.34 6.50  0.241
H: 5.38 2.18 6.27  0.436
H: 4.74 1.43 4.88  0.341
H: 2.94 3.64 2.80  0.128
H: 3.56 2.05 3.24  0.542
H: 1.38 1.07 3.17  -0.843
H: 0.62 2.50 3.02  0.039
H: 1.64 1.97 1.61  0.557
C: 0.30 -0.53 -2.47  -0.682
N: 0.12 -0.37 -1.05  0.582
C: -0.95 0.47 -0.49  -0.467
C: 0.82 -1.22 -0.19  -0.352
O: 0.62 -1.22 1.00  -0.432
H: -0.54 -0.92 -3.04  0.088
H: 1.14 -1.16 -2.76  -0.069
H: 0.50 0.48 -2.84  0.498
H: -1.02 1.40 -1.07  0.316
H: -1.89 -0.09 -0.42  0.197
H: -0.77 0.80 0.53  -0.167
H: 1.58 -1.84 -0.67  0.409

Results
- highest occupied orbital energy (Ha) = -0.281
- SMILES string = CCN(CC)CC.CCN(CC)CC.CCN(CC)CC.CCN(CC)CC.CCN(CC)CC.CCN(CC)CC.CCN(CC)CC.CCN(CC)CC.CN(C)C=O
- E_tot (a.u.) = -2587.0517
- total charge = 0
- LUMO (eV) = 0.474
- relative energy (zero: lowest compared OMol25 entry of this formula, charge and spin) (kJ/mol) = 724.2